107
Properties=species:S:1:pos:R:3 method="wB97M-V/def2-TZVPD" spin_multiplicity=1 total_charge=+1 total_energy_ha=-2489.3228 gap_ev="4.47 / 4.47" lumo_ha="-0.149 / -0.148" fmax_ha_per_bohr=0.0714 homo_ev="-8.51 / -8.51"
Rh 0.41 -0.23 -1.82
O 0.01 -0.91 -6.45
C -0.21 -0.13 -5.39
O -1.30 0.11 -4.95
C 1.05 0.50 -4.88
C 1.88 1.06 -5.84
C 2.94 1.89 -5.46
C 3.11 2.12 -4.12
C 2.29 1.46 -3.19
N 1.26 0.64 -3.56
C 2.50 1.56 -1.78
O 3.39 2.46 -1.33
O 1.89 0.82 -0.98
H -0.81 -1.25 -6.83
H 1.69 0.87 -6.89
H 3.57 2.35 -6.20
H 3.88 2.78 -3.74
H 3.41 2.41 -0.35
C -1.12 3.76 1.65
C -0.02 4.00 0.60
C -0.28 3.22 -0.69
C 1.35 3.80 1.20
C 2.11 4.92 1.47
C 3.37 4.83 2.05
C 3.90 3.58 2.32
C 3.20 2.41 2.06
C 3.90 1.10 2.34
C 3.21 0.23 3.40
C 4.13 0.28 1.06
C 1.88 2.53 1.54
N 1.17 1.43 1.24
C 0.34 0.69 1.86
C -0.36 -0.47 1.32
N -0.44 -0.81 0.04
C -1.27 -1.87 -0.32
C -0.82 -3.19 -0.42
C -1.61 -4.15 -1.01
C -2.87 -3.87 -1.72
C -3.52 -2.50 -1.46
C -2.57 -1.41 -0.94
C -3.29 -0.30 -0.13
C -4.24 -0.88 0.92
C -4.09 0.68 -1.00
C 0.60 -3.61 -0.05
C 1.08 -3.26 1.36
C 1.59 -3.09 -1.09
C -1.06 -1.10 2.44
C -1.80 -2.25 2.61
C -2.33 -2.53 3.89
C -2.13 -1.72 4.98
C -1.37 -0.53 4.85
C -1.03 0.41 5.85
C -0.25 1.50 5.54
C 0.26 1.73 4.25
C -0.05 0.83 3.27
C -0.86 -0.28 3.57
H -2.07 4.13 1.28
H -0.88 4.28 2.57
H -1.23 2.70 1.87
H -0.08 5.07 0.34
H -0.25 2.14 -0.54
H 0.46 3.50 -1.44
H -1.27 3.48 -1.07
H 1.72 5.90 1.24
H 3.94 5.72 2.27
H 4.88 3.51 2.76
H 4.89 1.36 2.74
H 2.34 -0.28 3.00
H 2.91 0.83 4.25
H 3.91 -0.53 3.75
H 3.19 0.00 0.60
H 4.68 -0.62 1.31
H 4.73 0.85 0.35
H -1.24 -5.16 -1.09
H -3.57 -4.70 -1.62
H -4.51 -2.52 -1.01
H -2.53 0.29 0.39
H -5.22 -1.10 0.50
H -4.39 -0.16 1.72
H -3.85 -1.79 1.37
H -4.76 0.15 -1.68
H -3.44 1.33 -1.58
H -4.70 1.31 -0.36
H 0.62 -4.71 -0.11
H 1.31 -2.20 1.45
H 1.99 -3.81 1.57
H 0.35 -3.53 2.11
H 1.44 -1.99 -1.28
H 1.46 -3.62 -2.03
H 2.61 -3.24 -0.75
H -1.96 -2.95 1.81
H -2.91 -3.43 3.99
H -2.57 -1.99 5.93
H -1.40 0.28 6.85
H -0.01 2.21 6.32
H 0.88 2.60 4.06
C -2.69 -3.46 -3.24
C -1.31 -3.39 -3.76
C -0.50 -2.34 -3.45
N -0.87 -1.27 -2.75
C -2.24 -1.05 -2.45
C -3.28 -2.09 -2.91
H -3.33 -4.07 -3.89
H -0.92 -4.21 -4.34
H 0.53 -2.35 -3.80
H -2.49 -0.03 -2.74
H -4.06 -1.71 -3.57

---

9
Properties=species:S:1:pos:R:3 method="wB97M-V/def2-TZVPD" spin_multiplicity=4 total_energy_ha=-1737.4804 gap_ev="4.57 / 6.53" s2=3.8040 lumo_ha="-0.046 / -0.079" fmax_ha_per_bohr=0.0775 homo_ev="-5.83 / -8.67" e_above_lowest_kcal_mol=0.0
C 1.33 0.35 -1.74
C 0.93 -0.55 -0.61
C 0.29 0.62 -0.58
C -0.74 1.14 0.24
O -1.20 0.44 1.16
Ni -0.30 -1.42 1.11
H 2.31 0.84 -1.71
H 0.96 0.13 -2.75
H -1.08 2.18 0.13

---

60
Properties=species:S:1:pos:R:3 method="wB97M-V/def2-TZVPD" spin_multiplicity=3 total_energy_ha=-5207.7934 gap_ev="6.53 / 7.10" s2=2.0095 lumo_ha="-0.031 / -0.043" fmax_ha_per_bohr=0.0069 homo_ev="-7.38 / -8.27" e_above_lowest_kcal_mol=0.0
Pd 1.63 -0.41 1.25
C -1.56 -2.22 -1.24
N -1.94 -2.03 0.15
C -3.21 -1.73 0.60
C -3.13 -1.63 1.95
N -1.82 -1.87 2.33
B -1.33 -1.77 3.83
N -0.96 -0.26 4.09
C -1.91 0.67 4.46
C -1.30 1.86 4.66
N 0.04 1.65 4.42
C 1.08 2.65 4.56
C 0.24 0.35 4.07
S 1.78 -0.32 3.71
C -1.11 -2.13 1.22
S 0.54 -2.59 1.11
H -2.18 -1.59 -1.87
H -1.69 -3.27 -1.52
H -0.51 -1.95 -1.34
H -4.04 -1.62 -0.07
H -3.89 -1.42 2.68
H -0.38 -2.47 4.00
H -2.29 -2.02 4.51
H -2.95 0.40 4.57
H -1.68 2.81 4.97
H 0.70 3.61 4.21
H 1.94 2.34 3.97
H 1.38 2.74 5.61
O 3.75 -1.19 0.99
H 3.78 -1.20 -0.01
H 3.88 -2.09 1.29
Br 2.69 2.45 1.02
C 0.80 2.48 0.90
C 0.15 3.65 0.52
C -1.23 3.61 0.42
C -1.90 2.43 0.69
C -1.16 1.32 1.06
N 0.17 1.35 1.17
H 0.72 4.54 0.32
H -1.77 4.50 0.12
H -2.97 2.36 0.61
H -1.64 0.38 1.29
O 3.41 -1.10 -1.58
C 2.28 -0.64 -1.79
O 1.45 -0.21 -0.94
C 1.78 -0.64 -3.22
C 2.62 -1.02 -4.26
C 2.12 -1.03 -5.55
C 0.81 -0.70 -5.85
C 0.01 -0.33 -4.79
C 0.47 -0.29 -3.49
N -1.40 0.00 -5.05
O -1.75 0.09 -6.21
O -2.13 0.16 -4.09
N 3.01 -1.43 -6.66
O 4.15 -1.72 -6.38
O 2.53 -1.49 -7.77
H 3.64 -1.30 -4.05
H 0.45 -0.72 -6.87
H -0.18 0.01 -2.68

---

29
Properties=species:S:1:pos:R:3 method="wB97M-V/def2-TZVPD" spin_multiplicity=1 total_energy_ha=-899.7809 gap_ev=7.51 lumo_ha=0.010 smiles="CPn1c2c(c3ccccc31)=CCCC=2" fmax_ha_per_bohr=0.1145 homo_ev=-7.25 e_above_lowest_kcal_mol=16.7
C -1.93 -2.21 -2.24
P -0.11 -1.89 -2.00
N -0.27 -0.90 -0.63
C 0.15 0.71 -0.80
C 0.38 1.18 0.55
C 0.35 0.09 1.43
C 0.59 -0.01 2.77
C 0.58 -1.29 3.33
C 0.25 -2.44 2.67
C -0.07 -2.33 1.30
C 0.01 -1.09 0.72
C 0.63 2.50 0.70
C 0.46 3.40 -0.52
C 0.82 2.74 -1.90
C 0.26 1.30 -1.99
H -1.85 -3.00 -2.93
H -2.57 -1.46 -2.78
H -2.52 -2.56 -1.41
H -0.17 -3.09 -1.18
H 0.83 0.71 3.40
H 0.92 -1.24 4.35
H 0.34 -3.46 3.03
H -0.64 -3.15 0.82
H 0.55 2.91 1.76
H -0.59 3.57 -0.55
H 0.89 4.39 -0.36
H 1.95 2.58 -1.87
H 0.53 3.33 -2.73
H 0.21 0.69 -2.95

---

16
Properties=species:S:1:pos:R:3 method="wB97M-V/def2-TZVPD" spin_multiplicity=1 total_energy_ha=-271.6794 gap_ev=9.98 lumo_ha=0.036 smiles="C=CCCCO" fmax_ha_per_bohr=0.0295 homo_ev=-9.00 e_above_lowest_kcal_mol=46.0
C -2.33 -0.25 1.04
C -1.55 0.81 0.84
C -0.07 0.95 0.66
C 0.69 -0.34 0.41
C 0.83 -0.75 -1.05
O 2.05 -0.22 -1.56
H -3.34 -0.12 0.67
H -2.27 -1.13 1.66
H -2.12 1.72 0.71
H 0.35 1.60 1.45
H 0.02 1.70 -0.15
H 1.65 -0.36 0.93
H 0.07 -1.12 0.86
H -0.01 -0.33 -1.61
H 0.73 -1.84 -1.11
H 2.29 -0.69 -2.36

---

9
Properties=species:S:1:pos:R:3 method="wB97M-V/def2-TZVPD" spin_multiplicity=1 total_energy_ha=-371.5748 gap_ev=8.63 lumo_ha=-0.069 smiles="OC=C1N=NN=N1" fmax_ha_per_bohr=0.0746 homo_ev=-10.51 e_above_lowest_kcal_mol=28.6
O -2.00 -0.43 -0.05
C -1.20 0.57 0.07
C 0.21 0.25 -0.06
N 1.31 1.11 -0.07
N 2.28 0.24 -0.04
N 1.88 -0.99 0.08
N 0.59 -1.04 -0.02
H -1.45 -1.26 -0.21
H -1.62 1.54 0.31

---

104
Properties=species:S:1:pos:R:3 method="wB97M-V/def2-TZVPD" spin_multiplicity=1 total_charge=+1 total_energy_ha=-8724.7642 gap_ev=6.66 lumo_ha=-0.085 fmax_ha_per_bohr=0.0256 homo_ev=-8.98 e_above_lowest_kcal_mol=23.8
Sr -0.72 0.41 0.24
C 0.17 2.51 2.94
N -1.02 2.04 2.20
C -1.67 3.19 1.56
C -0.74 3.82 0.54
C -0.67 5.19 0.39
C 0.26 5.72 -0.50
C 1.08 4.85 -1.20
C 0.92 3.49 -1.00
N 0.02 2.98 -0.16
C -1.95 1.29 3.07
C -1.55 -0.16 3.34
C -1.97 -0.77 4.51
C -1.72 -2.12 4.68
C -1.05 -2.82 3.69
C -0.65 -2.13 2.56
N -0.90 -0.83 2.38
C 1.10 1.42 3.36
C 1.45 1.25 4.69
C 2.33 0.24 5.03
C 2.82 -0.58 4.03
C 2.41 -0.34 2.72
N 1.57 0.64 2.38
H 0.72 3.17 2.28
H -0.15 3.11 3.81
H -2.59 2.85 1.07
H -1.97 3.95 2.30
H -1.31 5.84 0.98
H 0.34 6.79 -0.63
H 1.83 5.22 -1.88
H 1.53 2.78 -1.55
H -2.10 1.79 4.03
H -2.92 1.24 2.56
H -2.50 -0.20 5.26
H -2.05 -2.63 5.58
H -0.83 -3.87 3.79
H -0.13 -2.63 1.76
H 1.03 1.90 5.45
H 2.62 0.08 6.06
H 3.51 -1.38 4.24
H 2.75 -0.97 1.91
C 1.75 2.64 -4.13
C 0.77 1.53 -3.81
C -0.56 1.78 -3.48
C -1.15 3.18 -3.50
C -1.43 0.71 -3.24
C -2.89 0.98 -2.94
C -1.00 -0.61 -3.38
C -2.01 -1.73 -3.33
C 0.35 -0.87 -3.70
C 0.81 -2.30 -3.90
C 1.22 0.20 -3.93
C 2.63 -0.02 -4.42
H 1.93 2.70 -5.21
H 2.72 2.46 -3.66
H 1.40 3.61 -3.81
H -2.06 3.19 -4.11
H -0.48 3.91 -3.93
H -1.43 3.54 -2.51
H -3.48 0.99 -3.85
H -3.04 1.94 -2.45
H -3.31 0.21 -2.29
H -2.33 -1.97 -2.31
H -1.65 -2.63 -3.80
H -2.92 -1.43 -3.87
H 0.63 -2.63 -4.92
H 0.28 -2.98 -3.23
H 1.87 -2.42 -3.69
H 3.39 0.24 -3.67
H 2.84 0.59 -5.29
H 2.81 -1.05 -4.71
C 2.59 -4.16 2.91
Ge 3.94 -4.12 1.51
C 5.21 -2.67 1.81
C 4.88 -5.82 1.47
C 3.03 -3.91 -0.21
Se 1.91 -2.34 -0.47
C 3.29 -1.09 -1.03
H 3.06 -4.14 3.90
H 2.01 -5.08 2.84
H 1.90 -3.31 2.84
H 5.77 -2.87 2.73
H 4.72 -1.70 1.92
H 5.93 -2.61 0.99
H 5.39 -5.99 2.42
H 5.63 -5.83 0.68
H 4.18 -6.63 1.30
H 2.38 -4.77 -0.37
H 3.74 -3.91 -1.04
H 3.96 -0.84 -0.21
H 2.79 -0.19 -1.38
H 3.84 -1.52 -1.86
Se -3.28 -1.00 0.33
C -4.92 -0.23 -0.27
C -5.97 -1.06 -0.68
C -7.18 -0.52 -1.10
C -7.37 0.86 -1.12
C -6.33 1.69 -0.72
C -5.12 1.15 -0.30
H -5.84 -2.13 -0.67
H -7.98 -1.17 -1.41
H -8.31 1.28 -1.45
H -6.46 2.77 -0.74
H -4.32 1.80 0.00

---

54
Properties=species:S:1:pos:R:3 method="wB97M-V/def2-TZVPD" spin_multiplicity=2 total_charge=-1 total_energy_ha=-2885.1157 gap_ev="5.84 / 7.48" s2=0.7551 lumo_ha="0.100 / 0.100" fmax_ha_per_bohr=0.0100 homo_ev="-3.11 / -4.76" e_above_lowest_kcal_mol=0.0
Sn -2.09 -0.75 -0.59
C 0.26 1.02 -2.89
Si 0.73 -0.59 -2.04
C -0.04 -1.95 -3.09
C 2.59 -0.82 -2.28
C 0.18 -0.60 -0.26
Si 0.91 -2.04 0.73
C -0.03 -2.44 2.30
C 2.68 -1.68 1.29
C 1.11 -3.60 -0.29
Si 0.64 0.99 0.60
C 2.35 1.66 0.20
C 0.56 0.97 2.47
C -0.56 2.40 0.15
C -0.32 3.76 0.38
C -1.33 4.67 0.13
C -2.55 4.23 -0.34
C -2.71 2.87 -0.56
N -1.74 1.99 -0.33
H 0.57 0.97 -3.94
H 0.72 1.91 -2.44
H -0.82 1.17 -2.86
H 0.07 -1.68 -4.15
H -1.10 -2.11 -2.90
H 0.46 -2.91 -2.94
H 2.82 -0.78 -3.35
H 2.92 -1.79 -1.91
H 3.17 -0.05 -1.78
H 0.25 -1.78 3.12
H 0.22 -3.47 2.60
H -1.11 -2.39 2.19
H 2.74 -0.83 1.98
H 3.34 -1.47 0.45
H 3.07 -2.55 1.82
H 0.20 -3.88 -0.81
H 1.38 -4.42 0.39
H 1.92 -3.51 -1.03
H 3.12 0.93 0.42
H 2.55 2.55 0.81
H 2.45 1.95 -0.85
H 1.31 0.32 2.93
H -0.43 0.66 2.82
H 0.74 1.99 2.83
H 0.64 4.08 0.76
H -1.17 5.73 0.31
H -3.37 4.91 -0.53
H -3.65 2.46 -0.92
O -4.15 -1.05 2.79
Cl -3.74 0.17 2.17
O -3.66 1.24 3.12
O -4.62 0.52 1.08
O -2.36 -0.01 1.60
S -2.95 -4.05 0.70
C -2.16 -2.92 -0.04